No. 1
ORCA calculation (ωB97M-V/def2-TZVPD) on a cluster of 11 separate species, C45H119N7O18 in total in a non-equilibrium geometry.

Last column: Löwdin charge in e.
Element x y z (Å)
C -2.09981 1.83005 -9.62144  -0.1101
O -1.90221 0.67723 -8.84271  -0.2027
C -2.76916 -0.39226 -9.15912  -0.2352
C -2.16637 -1.67549 -8.62377  -0.2125
N -1.86474 -1.64262 -7.19524  -0.0445
C -3.07442 -1.55813 -6.38100  -0.2099
C -2.74888 -1.66471 -4.90960  -0.2237
O -2.21828 -0.41616 -4.48868  -0.1830
C -2.10382 -0.28869 -3.09847  -0.1072
H -3.15063 2.13123 -9.57656  0.0913
H -1.78498 1.67855 -10.66070  0.0884
H -1.45799 2.62197 -9.23747  0.0802
H -2.87055 -0.46335 -10.24803  0.1223
H -3.75070 -0.23285 -8.70042  0.1169
H -1.23292 -1.89522 -9.15219  0.1163
H -2.76766 -2.55636 -8.86122  0.1175
H -1.31520 -0.80983 -7.01185  0.0972
H -3.77752 -2.36019 -6.60703  0.1250
H -3.54626 -0.56827 -6.43167  0.1204
H -2.03432 -2.47945 -4.72023  0.1037
H -3.58248 -1.99410 -4.27606  0.1258
H -3.04441 -0.05953 -2.58603  0.0682
H -1.41479 0.54186 -2.93875  0.0656
H -1.63991 -1.11629 -2.54740  0.0905
C -1.71156 -1.47163 10.65559  -0.0793
O -2.64428 -2.54478 10.39257  -0.2023
C -3.12903 -2.56478 9.06957  -0.2567
C -2.21326 -3.11931 7.98528  -0.2112
N -1.32578 -2.07493 7.48273  -0.0516
C -0.34580 -2.64409 6.54034  -0.2030
C 0.29697 -1.54059 5.71137  -0.1931
O -0.70699 -0.94849 4.85704  -0.2155
C -0.14253 -0.57380 3.59292  -0.0900
H -1.47624 -1.56493 11.71068  0.0831
H -2.23500 -0.54681 10.40018  0.0847
H -0.85993 -1.61067 9.98985  0.0696
H -3.60358 -1.62389 8.75468  0.1218
H -4.01009 -3.20801 9.17484  0.1196
H -2.87246 -3.52881 7.21001  0.1164
H -1.69277 -3.93850 8.48609  0.1278
H -1.84480 -1.43830 6.88034  0.1078
H -0.82875 -3.35797 5.86404  0.0896
H 0.42630 -3.13116 7.14112  0.1225
H 1.10379 -1.94995 5.10008  0.0968
H 0.63031 -0.66442 6.27368  0.1320
H 0.42940 -1.33220 3.05846  0.0766
H 0.45664 0.31073 3.82045  0.0808
H -0.91642 -0.22804 2.90978  0.0588
C -6.73585 -3.64254 3.42990  -0.1224
O -6.39967 -2.40863 4.02137  -0.2118
C -6.87605 -1.28372 3.32143  -0.2200
C -6.15263 -0.04687 3.94718  -0.1921
N -5.25506 0.69092 3.09127  -0.0626
C -4.05873 -0.10344 2.79196  -0.1926
C -3.41885 0.54064 1.56374  -0.2348
O -4.21082 0.45717 0.39219  -0.1594
C -3.88554 -0.71784 -0.33556  -0.1088
H -7.80941 -3.83001 3.54713  0.0872
H -6.25790 -4.44233 3.99779  0.0854
H -6.41705 -3.72403 2.38744  0.0854
H -7.96984 -1.19258 3.39126  0.1150
H -6.69213 -1.36559 2.23974  0.1162
H -5.55016 -0.46534 4.75405  0.1133
H -6.91643 0.57173 4.42503  0.1095
H -5.63290 1.24452 2.34420  0.1064
H -4.29362 -1.15615 2.61941  0.0956
H -3.32132 0.01471 3.59166  0.1182
H -2.44153 0.04614 1.45088  0.0797
H -3.06527 1.55216 1.78075  0.1244
H -4.33125 -1.60508 0.12371  0.0896
H -2.82514 -0.90746 -0.52508  0.0633
H -4.32257 -0.57569 -1.32726  0.0745
C 6.05993 4.95264 -0.21673  -0.1080
O 6.96402 4.84698 -1.30407  -0.1895
C 6.93497 5.99800 -2.13223  -0.2137
C 6.61243 5.58943 -3.58219  -0.2049
N 5.48261 4.69667 -3.69633  -0.0695
C 4.17795 5.35601 -3.58938  -0.1897
C 3.09366 4.33400 -3.37078  -0.1929
O 3.57299 3.30644 -2.49739  -0.1947
C 2.52920 2.40322 -2.26634  -0.1201
H 6.05181 5.89511 0.33804  0.0905
H 6.15038 4.21743 0.58228  0.0689
H 5.07313 4.77020 -0.65778  0.0800
H 7.91141 6.48957 -2.12750  0.1187
H 6.17059 6.68573 -1.76233  0.1053
H 7.46852 5.05076 -3.99684  0.1125
H 6.45429 6.48209 -4.19197  0.1171
H 5.53887 3.98937 -2.97197  0.0876
H 4.07667 5.95097 -4.49778  0.1235
H 4.23946 5.98781 -2.68920  0.1087
H 2.73909 3.83371 -4.27626  0.1119
H 2.25533 4.80153 -2.84194  0.1181
H 3.02238 1.60160 -1.69759  0.0824
H 2.16464 1.86902 -3.15060  0.0913
H 1.68088 2.65977 -1.62191  0.0810
C -0.92883 -4.95896 -3.67189  -0.0997
O -1.41350 -4.92638 -2.32522  -0.1849
C -0.34653 -5.04605 -1.40949  -0.2387
C -0.85977 -5.35579 -0.00730  -0.1701
N 0.29434 -5.66110 0.85963  -0.1054
C -0.11775 -5.95928 2.27590  -0.1421
C -0.68149 -4.70468 2.90886  -0.2280
O -2.08569 -4.68776 2.73826  -0.1896
C -2.59274 -3.40794 3.12958  -0.0658
H -0.34907 -5.86060 -3.88367  0.0849
H -0.30894 -4.08211 -3.86858  0.0833
H -1.84832 -5.00125 -4.25013  0.0883
H 0.14385 -4.06233 -1.42634  0.1055
H 0.41636 -5.78250 -1.70046  0.1233
H -1.61025 -6.14908 -0.06716  0.1320
H -1.27237 -4.44875 0.43200  0.1147
H 0.79316 -6.48341 0.53749  0.1132
H 0.73016 -6.33368 2.84609  0.1187
H -0.85457 -6.73946 2.06567  0.1205
H -0.18697 -3.86392 2.40311  0.1054
H -0.50406 -4.60480 3.98610  0.1142
H -2.27285 -2.66377 2.39275  0.0861
H -2.25810 -3.17139 4.13735  0.0753
H -3.67482 -3.45411 3.02530  0.0788
C 4.63529 -3.74459 4.02828  -0.1273
O 5.13142 -2.43478 4.09615  -0.2069
C 4.20069 -1.43561 4.53331  -0.1784
C 3.54800 -0.81152 3.25974  -0.2005
N 4.57852 0.08574 2.70129  -0.0434
C 4.24011 0.56123 1.34946  -0.1903
C 5.26641 1.63139 0.95595  -0.2089
O 6.47773 0.93027 0.63679  -0.2035
C 6.83784 0.99595 -0.72820  -0.1002
H 4.23994 -4.09001 4.99072  0.0863
H 5.54660 -4.33358 3.87912  0.0890
H 3.95286 -3.97615 3.20379  0.0790
H 4.81479 -0.71126 5.05969  0.1260
H 3.39730 -1.91955 5.09450  0.0956
H 2.75889 -0.22275 3.73949  0.0941
H 3.13005 -1.56877 2.59169  0.1087
H 5.36565 -0.55656 2.63159  0.1053
H 3.25467 1.03170 1.34090  0.0977
H 4.35246 -0.24341 0.61630  0.1175
H 5.54745 2.19768 1.84518  0.1171
H 4.92170 2.24900 0.12528  0.0996
H 6.09546 0.53726 -1.39116  0.0846
H 7.82600 0.58824 -0.93877  0.0850
H 6.93685 2.07270 -0.93377  0.0773
C 0.46803 2.48069 -5.92116  -0.1019
O -0.02780 3.20956 -4.83047  -0.2048
C -1.41692 3.13631 -4.60599  -0.2122
C -1.66080 3.38096 -3.11380  -0.1957
N -1.13460 4.69439 -2.69603  -0.0301
C -1.07806 4.75670 -1.23339  -0.1998
C -2.19461 5.66906 -0.67745  -0.2463
O -2.18164 6.86983 -1.39735  -0.1832
C -3.31218 7.67788 -1.14590  -0.1131
H 1.54713 2.39358 -5.81940  0.0786
H 0.20568 2.93214 -6.88612  0.0845
H 0.03174 1.47579 -5.99124  0.0819
H -1.82342 2.17605 -4.93823  0.1079
H -1.93834 3.92472 -5.16468  0.1268
H -1.13892 2.57507 -2.59063  0.0878
H -2.74797 3.39349 -3.02532  0.1276
H -0.18233 4.73573 -3.04245  0.0839
H -0.15146 5.23992 -0.91738  0.1160
H -1.15776 3.77043 -0.76612  0.0985
H -1.99854 5.81629 0.39494  0.1175
H -3.18208 5.19008 -0.70435  0.1152
H -3.31646 8.13930 -0.15930  0.0859
H -4.22458 7.06907 -1.23002  0.0817
H -3.44292 8.34205 -1.99823  0.0872
C 0.54189 -0.08345 -0.47103  -0.1298
O -0.44601 -0.87063 0.18691  -0.1609
H 1.08568 -0.78061 -1.11317  0.0768
H 0.00784 0.71698 -0.98411  0.0657
H 1.23933 0.39908 0.22010  0.0571
H -0.05677 -1.74718 0.32989  0.0243
C 1.57809 3.53180 2.39134  -0.1336
O 0.98627 2.85869 1.28237  -0.1473
H 1.28565 4.57652 2.48277  0.0781
H 1.34255 2.92500 3.26982  0.0720
H 2.66176 3.47191 2.29935  0.0719
H 0.02780 2.84924 1.32990  0.0641
C 3.29766 -3.07423 -2.41540  -0.1528
O 4.23585 -2.18713 -1.78299  -0.1303
H 2.27784 -2.78944 -2.18827  0.0546
H 3.51058 -3.12781 -3.48577  0.0804
H 3.49102 -4.11450 -2.13364  0.0779
H 5.10048 -2.48742 -2.08054  0.0751
O 1.26912 -3.03197 0.58451  -0.0820
H 1.16659 -4.00024 0.76255  0.0214
H 2.13602 -2.93810 0.16892  0.0411

Calculated values
E (eV): -95867.88185
LUMO energy (eV): 0.32
SMILES: COCCNCCOC.COCCNCCOC.COCCNCCOC.COCCNCCOC.COCCNCCOC.COCCNCCOC.COCCNCCOC.CO.CO.CO.O
HOMO-LUMO gap (eV): 8.6

No. 2
ORCA calculation (ωB97M-V/def2-TZVPD) on an isolated molecule of C5H10N2O in a non-equilibrium geometry.

Last column: natural (NBO) charge in e.
Element x y z (Å)
C -1.39106 0.02206 -0.00877  0.6115
C 1.33935 0.07054 -1.48543  -0.4047
C 1.65998 0.00761 0.94202  -0.4066
C -1.76551 -0.81692 1.15483  -0.7136
N 0.71911 0.08634 -0.16727  -0.4747
O -2.04870 -0.27903 -1.12528  -0.6253
C -0.39735 1.11119 -0.02120  0.1253
N -0.79484 2.25417 -0.11269  -0.5482
H -1.88927 0.43308 -1.77025  0.5135
H 1.89601 0.99430 -1.67950  0.1964
H 2.02769 -0.77466 -1.57440  0.1975
H 0.57221 -0.03034 -2.25662  0.1933
H 1.12051 -0.03978 1.88914  0.1990
H 2.30140 0.89648 0.97543  0.1950
H 2.29553 -0.87827 0.85367  0.1960
H -2.60453 -0.33207 1.66589  0.2635
H -2.08745 -1.81404 0.85043  0.2396
H -0.95310 -0.91065 1.87000  0.2424

Calculated values
E (eV): -10370.67448
LUMO energy (spin up / spin down) (eV): 0.43 / 0.43
Energy above the lowest of the compared OMol25 structures with the same formula, charge and spin (kJ/mol): 446.80
HOMO-LUMO gap (spin up / spin down) (eV): 7.5 / 7.5

No. 3
ORCA calculation (ωB97M-V/def2-TZVPD) on a cluster of 3 separate species, C12H23FN2O8S2 in total in a non-equilibrium geometry.

Last column: natural (NBO) charge in e.
Element x y z (Å)
C 2.33966 -2.67766 3.30033  -0.6176
C 2.40738 -1.35789 4.06505  -0.5386
S 1.23976 -1.16978 5.42972  0.2193
C -0.40776 -0.96130 4.70435  -0.3951
N -0.69346 -1.84672 3.53663  -0.6766
C -1.01186 -1.09720 2.29392  -0.0561
N -0.07657 -0.00713 2.10593  -0.8619
S -1.99716 -2.79897 3.94729  2.5315
O -3.18831 -2.04038 4.12723  -0.9131
O -1.59652 -3.75311 4.91272  -0.8870
F -2.14032 -3.53266 2.58555  -0.4735
H 2.16563 -3.51748 3.96631  0.2244
H 1.59349 -2.66685 2.51323  0.2098
H 3.30489 -2.84343 2.81622  0.2092
H 2.39248 -0.51900 3.37180  0.1951
H 3.37529 -1.29921 4.55962  0.2379
H -1.06961 -1.21974 5.52895  0.2378
H -0.62193 0.07317 4.45633  0.2337
H -0.95520 -1.80899 1.46747  0.1867
H -2.02777 -0.69412 2.29615  0.1799
H 0.81993 -0.17739 2.52632  0.3667
H 0.01626 0.24813 1.13636  0.3871
C -3.27877 3.85712 0.46399  -0.6284
C -2.95800 3.12639 -0.81470  0.0649
C -3.76204 1.87483 -1.08114  -0.0947
O -2.85978 1.10918 -1.89766  -0.4881
C -1.60269 1.48764 -1.57923  0.9742
O -0.61576 0.92519 -1.93358  -0.5969
O -1.62072 2.58201 -0.78717  -0.4926
H -2.48225 4.55746 0.71094  0.2372
H -4.20993 4.41232 0.35745  0.2257
H -3.37923 3.16321 1.29958  0.2186
H -3.01239 3.80751 -1.66839  0.1857
H -4.69301 2.05302 -1.61233  0.2099
H -3.96200 1.30896 -0.16867  0.1866
C 1.97978 -0.31807 -3.65277  -0.6340
C 2.53558 0.46809 -4.81071  0.0660
C 2.10265 0.01363 -6.18470  -0.0930
O 3.19923 0.44454 -7.00379  -0.4952
C 4.30716 0.47787 -6.22102  0.9679
O 5.41286 0.62722 -6.62255  -0.5700
O 3.96686 0.31556 -4.91913  -0.4978
H 2.55162 -0.11518 -2.74827  0.2305
H 0.94221 -0.04820 -3.47103  0.2479
H 2.03536 -1.39142 -3.84411  0.2085
H 2.33229 1.53460 -4.67759  0.1819
H 1.17603 0.46803 -6.52593  0.2035
H 2.02664 -1.07379 -6.25501  0.1821

Calculated values
E (eV): -56564.88722
LUMO energy (eV): 0.26
SMILES: CCSCN(CN)S(=O)(=O)F.C[C@@H]1COC(=O)O1.C[C@@H]1COC(=O)O1
HOMO-LUMO gap (eV): 9.3

No. 4
ORCA calculation (ωB97M-V/def2-TZVPD) on an isolated molecule of C10H14F6NO5P in a non-equilibrium geometry.

Last column: natural (NBO) charge in e.
Element x y z (Å)
C 1.93686 -2.15652 1.75584  -0.1215
C 1.81906 -1.50099 0.79266  -0.1204
C 1.67475 -0.67307 -0.40258  0.4200
O 1.72471 -1.47643 -1.53736  -0.6533
O 0.45941 0.02559 -0.46562  -0.5340
C -0.08022 0.65131 0.70694  -0.3001
C -1.44152 0.08337 1.06722  -0.0603
N -1.31778 -1.31150 1.53989  -0.8437
C -2.46142 0.11195 -0.07333  -0.4623
C -2.26249 -0.88556 -1.19206  0.2004
C -3.54373 -1.48568 -1.70500  -0.6384
F -1.65756 -0.22060 -2.27973  -0.3902
P -0.31543 2.44043 0.33486  2.3439
O -1.41633 3.04717 1.06997  -1.0837
O -0.51442 2.50046 -1.23584  -0.9901
O 1.06949 3.16883 0.64604  -0.9797
C 2.89292 0.32850 -0.57087  0.5882
F 3.75038 -0.13268 -1.52049  -0.2935
F 2.41241 1.53032 -0.99788  -0.3300
C 3.77146 0.58772 0.67909  0.9235
F 3.02096 0.89988 1.74998  -0.3067
F 4.57960 1.63806 0.40683  -0.3036
F 4.53143 -0.49374 0.95662  -0.2995
H 2.09436 -2.72810 2.63228  0.2406
H 1.15767 -2.23409 -1.36990  0.4914
H 0.59227 0.62345 1.55844  0.2339
H -1.85105 0.69914 1.85619  0.2172
H -0.90700 -1.31456 2.46374  0.3585
H -2.26058 -1.65466 1.67947  0.3565
H -3.42199 -0.09885 0.38820  0.2138
H -2.56381 1.10132 -0.49233  0.2577
H -1.57947 -1.67875 -0.91816  0.1758
H -3.85254 -2.33780 -1.11456  0.2127
H -3.36373 -1.84813 -2.70947  0.2270
H -4.34629 -0.76241 -1.76541  0.2111
H -0.05752 1.77662 -1.68883  0.5272
H 1.58214 3.25699 -0.16305  0.5117

Calculated values
E (eV): -47919.02174
LUMO energy (eV): 0.49
SMILES: C#C[C@@](O)(O[C@H]([C@H](N)C[C@@H](C)F)P(=O)(O)O)C(F)(F)C(F)(F)F
HOMO-LUMO gap (eV): 10.4

- E of number 2 (C5H10N2O)?
  -10370.67448 eV